# C23H22FNO4S

The molecule C23H22FNO4S (ωB97M-V with the def2-TZVPD basis set, OMol25).

Cartesian coordinates (Å):
1 C -0.7459 7.1061 -1.2562
2 O -0.3762 6.2782 -0.1624
3 C 0.9286 6.0012 -0.0464
4 O 1.7715 6.4364 -0.7825
5 C 1.1742 5.0418 1.1003
6 C 0.9725 3.6505 0.5566
7 C 2.0369 2.9165 0.0508
8 C 1.8490 1.6569 -0.4839
9 C 0.5791 1.0798 -0.5196
10 N 0.3790 -0.1862 -1.0736
11 C -0.9433 -0.6262 -1.4509
12 C -1.7323 -1.3000 -0.3537
13 C -1.4988 -1.0974 1.0004
14 C -2.2380 -1.7672 1.9602
15 C -3.2340 -2.6525 1.5883
16 C -3.4964 -2.8662 0.2466
17 C -2.7462 -2.1893 -0.6946
18 F -3.0054 -2.4103 -2.0023
19 S 1.5122 -1.4323 -1.2287
20 O 1.2587 -2.0690 -2.4863
21 O 2.8313 -0.9476 -0.9679
22 C 1.0408 -2.5450 0.0883
23 C 1.4329 -2.2457 1.3774
24 C 1.0174 -3.0598 2.4163
25 C 0.2106 -4.1656 2.1706
26 C -0.2528 -5.0445 3.2899
27 C -0.1514 -4.4596 0.8588
28 C 0.2629 -3.6535 -0.1847
29 C -0.4944 1.8271 -0.0253
30 C -0.2953 3.0913 0.4962
31 H -0.5039 6.6145 -2.2004
32 H -0.2125 8.0575 -1.2086
33 H -1.8180 7.2633 -1.1712
34 H 0.4617 5.2487 1.8979
35 H 2.1962 5.1723 1.4533
36 H 3.0297 3.3405 0.0609
37 H 2.6902 1.1123 -0.8731
38 H -0.8030 -1.3367 -2.2708
39 H -1.5074 0.2231 -1.8529
40 H -0.7214 -0.4164 1.3087
41 H -2.0315 -1.5941 3.0050
42 H -3.8086 -3.1744 2.3376
43 H -4.2667 -3.5469 -0.0796
44 H 2.0590 -1.3836 1.5468
45 H 1.3179 -2.8321 3.4284
46 H -0.0923 -4.5689 4.2535
47 H 0.2963 -5.9857 3.2768
48 H -1.3102 -5.2755 3.1795
49 H -0.7655 -5.3248 0.6582
50 H -0.0017 -3.8684 -1.2079
51 H -1.4974 1.4315 -0.0388
52 H -1.1440 3.6498 0.8636

Values from the calculation:
- ΔE to the lowest compared entry with this formula, charge and spin (kJ/mol) = 0.00
- net charge = 0
- E_HOMO (eV) = -8.36
- molar mass (g mol⁻¹) = 427.50
- HOMO-LUMO gap (hartree) = 0.327
- spin multiplicity = 1
- LUMO level (hartree) = 0.0201
- structure (SMILES) = COC(=O)Cc1ccc(N(Cc2ccccc2F)S(=O)(=O)c2ccc(C)cc2)cc1



# C23H22FNO4S

The molecule C23H22FNO4S (ωB97M-V with the def2-TZVPD basis set, OMol25).

Cartesian coordinates (Å):
1 C 6.3127 2.4357 -0.5975
2 O 6.0685 1.0432 -0.4575
3 C 5.5938 0.6410 0.7280
4 O 5.3918 1.3829 1.6511
5 C 5.3046 -0.8457 0.7160
6 C 3.8594 -1.0022 0.3165
7 C 2.8697 -1.2110 1.2659
8 C 1.5396 -1.3024 0.9017
9 C 1.1585 -1.1912 -0.4344
10 N -0.1849 -1.2832 -0.8068
11 C -0.7508 -0.4747 -1.8651
12 C -1.1813 0.8794 -1.3533
13 C -0.3139 1.6851 -0.6244
14 C -0.7258 2.9056 -0.1201
15 C -2.0180 3.3517 -0.3399
16 C -2.8982 2.5764 -1.0723
17 C -2.4671 1.3597 -1.5662
18 F -3.3406 0.6171 -2.2809
19 S -1.3416 -2.2354 -0.0420
20 O -2.0580 -2.9334 -1.0687
21 O -0.7152 -3.0098 0.9839
22 C -2.4452 -1.0181 0.6729
23 C -3.7646 -0.9949 0.2683
24 C -4.6112 -0.0187 0.7648
25 C -4.1437 0.9350 1.6610
26 C -5.0486 2.0010 2.1955
27 C -2.8130 0.8814 2.0681
28 C -1.9631 -0.0916 1.5779
29 C 2.1582 -0.9941 -1.3900
30 C 3.4830 -0.8936 -1.0159
31 H 7.0150 2.7756 0.1662
32 H 5.3812 2.9956 -0.4921
33 H 6.7313 2.5741 -1.5909
34 H 5.4695 -1.2470 1.7148
35 H 5.9593 -1.3312 -0.0067
36 H 3.1379 -1.2945 2.3083
37 H 0.7950 -1.4951 1.6545
38 H -1.6105 -1.0249 -2.2527
39 H -0.0328 -0.3489 -2.6792
40 H 0.6934 1.3403 -0.4456
41 H -0.0339 3.5101 0.4458
42 H -2.3405 4.3034 0.0535
43 H -3.9098 2.8962 -1.2649
44 H -4.1031 -1.7318 -0.4423
45 H -5.6416 0.0075 0.4429
46 H -5.9613 2.0685 1.6099
47 H -4.5476 2.9667 2.1864
48 H -5.3198 1.7764 3.2269
49 H -2.4412 1.6146 2.7684
50 H -0.9300 -0.1276 1.8841
51 H 1.9064 -0.9266 -2.4370
52 H 4.2385 -0.7350 -1.7718

Values from the calculation:
- ΔE to the lowest compared entry with this formula, charge and spin (kJ/mol) = 0.38
- net charge = 0
- E_HOMO (eV) = -8.43
- molar mass (g mol⁻¹) = 427.50
- HOMO-LUMO gap (hartree) = 0.333
- spin multiplicity = 1
- LUMO level (hartree) = 0.0226
- structure (SMILES) = COC(=O)Cc1ccc(N(Cc2ccccc2F)S(=O)(=O)c2ccc(C)cc2)cc1



# C23H22I2MoN5O13S

A structure of composition C23H22I2MoN5O13S (ωB97M-V with the def2-TZVPD basis set, OMol25).

Cartesian coordinates (Å):
1 Mo -0.4438 0.2245 0.2207
2 O 0.5474 5.0918 3.7420
3 C 0.3904 4.0078 2.9880
4 C 1.3717 3.0168 2.8597
5 C 1.1009 1.9595 2.0304
6 N -0.0222 1.9207 1.3234
7 C -1.0416 2.7453 1.5871
8 C -0.8731 3.8336 2.3915
9 C -2.3465 2.0924 1.1466
10 O -3.3648 2.6594 0.9170
11 O -2.1469 0.7479 1.0728
12 C 1.7997 0.6038 2.0038
13 O 2.9127 0.4257 2.3932
14 O 0.9380 -0.3322 1.5842
15 H 1.4133 5.1070 4.1704
16 H 2.2869 3.0249 3.4393
17 H -1.6917 4.5035 2.6183
18 I -1.1869 -2.3856 -1.0228
19 C -1.1875 -3.5225 0.7760
20 I -1.7130 -2.3632 2.4517
21 H -0.1813 -3.8943 0.9146
22 H -1.9145 -4.3133 0.6500
23 C -1.3142 -2.8045 -6.8140
24 C -0.4787 -1.6352 -6.2994
25 S -1.3694 -0.6304 -5.1151
26 O -2.7874 -0.6817 -5.3939
27 O -0.8995 -0.9655 -3.7884
28 C -0.8340 1.0419 -5.4627
29 C -1.8208 2.0532 -4.8886
30 N -2.1141 1.7656 -3.4713
31 C -1.1690 1.7685 -2.5136
32 N -1.5832 1.0806 -1.4525
33 C -2.8731 0.6523 -1.7224
34 C -3.1899 1.0645 -2.9578
35 N -4.4507 0.8771 -3.6284
36 O -5.2235 0.1128 -3.1006
37 O -4.6601 1.5275 -4.6334
38 C 0.1116 2.5070 -2.6246
39 H -0.8501 -3.1977 -7.7167
40 H -2.3274 -2.4913 -7.0539
41 H -1.3660 -3.6054 -6.0790
42 H -0.1767 -0.9686 -7.1074
43 H 0.4118 -1.9599 -5.7624
44 H -0.7911 1.1591 -6.5456
45 H 0.1675 1.1465 -5.0461
46 H -2.7576 2.0380 -5.4278
47 H -1.3967 3.0524 -4.9517
48 H -3.4814 0.1162 -1.0172
49 H 0.0100 3.3486 -3.3070
50 H 0.9183 1.8547 -2.9563
51 H 0.3866 2.8959 -1.6451
52 O 2.2413 0.5051 -2.8302
53 C 2.0956 -0.0390 -1.7714
54 O 0.9755 0.1031 -1.0286
55 C 3.1362 -0.8938 -1.1376
56 C 4.4687 -0.6422 -1.4521
57 C 5.4757 -1.3868 -0.8588
58 C 5.1590 -2.4002 0.0340
59 C 3.8275 -2.6448 0.3023
60 C 2.8075 -1.9081 -0.2542
61 N 3.4786 -3.7275 1.2488
62 O 4.3825 -4.2486 1.8574
63 O 2.3055 -4.0382 1.3461
64 H 4.7031 0.1449 -2.1565
65 H 6.5107 -1.1850 -1.0963
66 H 5.9217 -2.9930 0.5175
67 H 1.7853 -2.1387 -0.0041

Values from the calculation:
- ΔE to the lowest compared entry with this formula, charge and spin (kJ/mol) = 113.60
- net charge = +1
- E_HOMO (spin up / spin down) (eV) = -12.03 / -12.24
- molar mass (g mol⁻¹) = 958.27
- HOMO-LUMO gap (spin up / spin down) (hartree) = 0.270 / 0.280
- spin multiplicity = 3
- LUMO level (spin up / spin down) (hartree) = -0.1715 / -0.1699



# C23H22N2O5S

The molecule C23H22N2O5S (ωB97M-V with the def2-TZVPD basis set, OMol25).

Cartesian coordinates (Å):
1 C 0.7004 -3.8201 5.0466
2 C 1.1750 -2.5465 4.3641
3 O 2.2189 -2.8137 3.4189
4 C 1.8596 -3.2528 2.2228
5 O 0.7306 -3.4466 1.8592
6 C 3.0928 -3.4695 1.3655
7 S 2.6600 -3.4827 -0.3967
8 C 1.5348 -2.1196 -0.5197
9 C 1.7127 -0.8927 0.0163
10 C 2.8647 -0.5150 0.7078
11 N 3.8080 -0.1796 1.2752
12 C 0.5995 0.1409 -0.0563
13 C -0.1354 0.1734 1.2514
14 C -0.9831 -0.7328 1.8210
15 C -1.3766 -0.1732 3.0616
16 C -0.7390 1.0252 3.1493
17 O 0.0142 1.2409 2.0593
18 C -0.3677 -0.1757 -1.1835
19 C -1.2589 0.9170 -1.5836
20 O -2.1052 0.8842 -2.4505
21 O -1.0411 2.0161 -0.8367
22 C -1.8410 3.1514 -1.1498
23 C -1.4257 3.7985 -2.4457
24 C -0.0769 3.9614 -2.7342
25 C 0.3177 4.5486 -3.9225
26 C -0.6331 4.9846 -4.8295
27 C -1.9787 4.8257 -4.5457
28 C -2.3743 4.2308 -3.3607
29 C -0.4393 -1.4222 -1.7071
30 C -1.4035 -1.8974 -2.7406
31 N 0.4410 -2.3928 -1.2897
32 H 1.5357 -4.3271 5.5236
33 H -0.0403 -3.5705 5.8006
34 H 0.2483 -4.4885 4.3179
35 H 0.3457 -2.0577 3.8431
36 H 1.6235 -1.8554 5.0796
37 H 3.5067 -4.4589 1.5667
38 H 3.8463 -2.7124 1.5798
39 H 1.0397 1.1334 -0.2032
40 H -1.2753 -1.6800 1.4165
41 H -2.0442 -0.6039 3.7802
42 H -0.7376 1.7842 3.9061
43 H -2.8932 2.8513 -1.1992
44 H -1.6905 3.8342 -0.3080
45 H 0.6626 3.6196 -2.0241
46 H 1.3691 4.6673 -4.1399
47 H -0.3256 5.4441 -5.7573
48 H -2.7236 5.1596 -5.2530
49 H -3.4243 4.0958 -3.1467
50 H -1.9751 -2.7382 -2.3487
51 H -2.0813 -1.0995 -3.0217
52 H -0.8631 -2.2341 -3.6248
53 H 0.3459 -3.3294 -1.6538

Values from the calculation:
- ΔE to the lowest compared entry with this formula, charge and spin (kJ/mol) = 302.08
- net charge = 0
- E_HOMO (eV) = -8.36
- molar mass (g mol⁻¹) = 438.50
- HOMO-LUMO gap (hartree) = 0.312
- spin multiplicity = 1
- LUMO level (hartree) = 0.0051
- structure (SMILES) = CCOC(=O)CSC1=C(C#N)[C@H](c2ccco2)C(C(=O)OCc2ccccc2)=C(C)N1